Version A
Formula: C4H10O
Source: the OMol25 dataset
Level of theory: wB97M-V/def2-TZVPD

The geometry in XYZ format:
```
15
Properties=species:S:1:pos:R:3:lowdin_charge:R:1
O -1.58918 2.95956 -0.86610 -0.08
C 0.28100 0.32092 -0.14224 -0.22
C 1.12421 -0.97816 -0.04726 -0.30
C 0.31397 -2.37909 0.10042 -0.08
C 0.06967 -0.09134 1.17557 -0.04
H -1.54837 2.09868 -0.43796 0.00
H 2.03358 -1.04391 0.54912 0.10
H 1.40524 -1.23186 -1.06667 0.13
H -0.05952 -2.56347 1.09613 0.06
H 0.74427 0.03485 2.03022 0.10
H 0.99819 -3.15259 -0.24463 0.07
H -1.12620 2.89904 -1.70541 0.03
H 0.71087 1.30664 -0.31451 0.06
H -0.89848 -0.48151 1.46793 0.10
H -0.46693 -2.31020 -0.64853 0.08
```

**E_HOMO**: -0.264 Eh
**LUMO**: -0.3 eV
**Total charge**: 0

---

Version B
Formula: C4H10O
Source: the OMol25 dataset
Level of theory: wB97M-V/def2-TZVPD

The geometry in XYZ format:
```
15
Properties=species:S:1:pos:R:3:lowdin_charge:R:1
O 2.59937 -0.74765 -0.12926 -0.07
C -1.01570 -0.21700 0.60240 -0.23
C 0.25589 -0.87410 0.14405 -0.20
C -2.20969 -0.39937 0.04548 -0.02
C 1.45875 0.05884 0.10244 -0.30
H 1.53863 0.60017 1.06082 0.12
H 3.37032 -0.17280 -0.19731 0.09
H 1.32964 0.81131 -0.69062 0.10
H 0.51209 -1.68607 0.83722 0.12
H -1.02352 1.97645 -0.91294 0.02
H -3.10574 0.07078 0.44243 0.05
H -2.33606 -1.03804 -0.82605 0.06
H -0.55070 2.51591 -1.11287 0.04
H 0.11582 -1.33115 -0.84208 0.12
H -0.93911 0.43273 1.47629 0.10
```

**SMILES string**: C=CCCO.[H][H]
**E_HOMO**: -0.357 Eh
**LUMO**: 1.0 eV
**Total charge**: 0

---

Version C
Formula: C4H10O
Source: the OMol25 dataset
Level of theory: wB97M-V/def2-TZVPD

The geometry in XYZ format:
```
15
Properties=species:S:1:pos:R:3:lowdin_charge:R:1
O -1.52374 2.46576 0.26665 -0.14
C -2.75163 1.56170 0.16445 -0.11
C 0.98940 -0.93605 -1.02536 -0.12
C 2.16209 -1.14992 -0.09112 -0.21
C 2.04283 -1.55980 1.28436 0.00
H 1.34574 -2.32423 1.52132 0.02
H -3.51848 2.04019 0.83085 0.08
H 3.19186 -0.85303 -0.47027 0.10
H -2.60596 0.55876 0.50745 0.05
H 2.62959 -0.90888 1.92976 0.04
H 0.19570 -1.49439 -0.65260 0.05
H -3.30715 1.52264 -0.84765 0.09
H 0.79367 0.13957 -0.98092 0.07
H 1.31810 -1.19220 -2.01681 0.06
H -0.96201 2.12988 -0.42011 0.03
```

**SMILES string**: C=CC.CO
**E_HOMO**: -0.314 Eh
**LUMO**: 0.7 eV
**Total charge**: 0

---

Version D
Formula: C4H10O
Source: the OMol25 dataset
Level of theory: wB97M-V/def2-TZVPD

The geometry in XYZ format:
```
15
Properties=species:S:1:pos:R:3:lowdin_charge:R:1
O 0.82666 0.59942 1.04556 -0.12
C 0.94192 -0.66370 -1.55347 -0.16
C -0.36836 0.94328 0.84107 -0.46
C -1.50129 0.13076 1.44934 -0.08
C 1.72579 -0.62018 -0.42554 -0.06
H 1.21945 -0.05740 -2.41355 0.08
H -0.57866 2.01931 0.69622 0.12
H 2.55462 0.07262 -0.34856 0.08
H -0.20172 0.15542 -1.12529 0.10
H -1.50674 0.28722 2.53447 0.08
H -0.67368 0.68540 -0.58056 0.10
H -2.47652 0.41966 1.04326 0.07
H 1.69743 -1.42696 0.29545 0.08
H -1.33416 -0.93648 1.27231 0.08
H 0.35521 -1.55704 -1.76134 0.08
```

**E_HOMO**: -0.340 Eh
**LUMO**: 1.2 eV
**Total charge**: 0

---

Stability ranking, top and bottom: version B is the most stable and version A is the least stable.

---

Version A
Formula: C4H10O
Source: the OMol25 dataset
Level of theory: wB97M-V/def2-TZVPD

The geometry in XYZ format:
```
15
Properties=species:S:1:pos:R:3:lowdin_charge:R:1
O 0.02524 1.54573 -0.26174 -0.17
C 0.05986 -0.42008 1.12757 -0.31
C -0.32159 -1.89035 1.04382 -0.19
C 0.37894 2.11004 -1.52199 -0.10
C -0.19743 0.14633 -0.22387 -0.26
H -1.28475 -0.83900 -0.20554 0.19
H 1.08366 -0.43191 1.51473 0.10
H 1.29731 1.66565 -1.94073 0.09
H -1.30137 -2.19309 1.43325 0.08
H 0.55806 3.18506 -1.38403 0.09
H -0.57169 0.09374 1.86348 0.12
H 0.30315 -0.30439 -1.07819 0.10
H 0.45661 -2.25837 1.76611 0.08
H -0.04675 -2.39073 0.10352 0.08
H -0.43925 1.98137 -2.23640 0.09
```

**E_HOMO**: -0.333 Eh
**LUMO**: 1.1 eV
**Total charge**: 0

---

Version B
Formula: C4H10O
Source: the OMol25 dataset
Level of theory: wB97M-V/def2-TZVPD

The geometry in XYZ format:
```
15
Properties=species:S:1:pos:R:3:lowdin_charge:R:1
O 0.93008 -0.65777 0.32060 -0.16
C 1.68665 -0.78180 -0.78559 -0.09
C -0.75903 0.26432 1.70909 -0.05
C -1.12157 0.01735 -0.84027 -0.07
C -0.17869 0.09637 0.33397 -0.45
H -1.99570 0.65563 -0.66127 0.08
H -1.32655 1.20363 1.76076 0.08
H 0.03551 0.29182 2.46422 0.08
H 2.60739 -1.32342 -0.58340 0.07
H -0.66831 0.32408 -1.79109 0.07
H -1.48573 -1.02056 -0.96649 0.10
H 0.96030 1.39242 -0.38509 0.10
H 1.59470 1.04552 -0.81073 0.09
H 1.17895 -0.95556 -1.73542 0.06
H -1.45801 -0.55201 1.97069 0.09
```

**E_HOMO**: -0.277 Eh
**LUMO**: 1.0 eV
**Total charge**: 0

---

Stability ranking, top and bottom: version A is the most stable and version B is the least stable.

---

Version A
Formula: C4H10O
Source: the OMol25 dataset
Level of theory: wB97M-V/def2-TZVPD

The geometry in XYZ format:
```
15
Properties=species:S:1:pos:R:3:lowdin_charge:R:1
O 0.48466 -4.09915 4.31916 -0.05
C 0.71946 1.56883 -1.95652 -0.20
C 0.21094 1.74446 -0.55380 -0.22
C -1.04597 0.72507 -0.25142 -0.10
C -0.10888 1.20715 -2.94674 -0.03
H -1.11218 1.65850 -2.96354 0.06
H -0.21848 -4.72972 4.34763 0.02
H 0.27033 -3.54725 5.07581 0.03
H 0.91684 1.48049 0.23483 0.10
H -0.17180 2.73498 -0.41812 0.08
H -0.72204 -0.33429 -0.43188 0.08
H 1.75219 1.81205 -2.07358 0.08
H -1.38808 0.78424 0.73043 0.02
H -1.86602 0.95305 -0.97442 0.06
H 0.00866 0.50808 -3.82956 0.07
```

**SMILES string**: C=CCC.O
**E_HOMO**: -0.318 Eh
**LUMO**: 1.0 eV
**Total charge**: 0

---

Version B
Formula: C4H10O
Source: the OMol25 dataset
Level of theory: wB97M-V/def2-TZVPD

The geometry in XYZ format:
```
15
Properties=species:S:1:pos:R:3:lowdin_charge:R:1
O 2.10193 -1.08928 -0.50889 -0.15
C -0.82216 0.70947 0.02621 -0.30
C 1.64032 0.33011 0.57234 -0.05
C -2.00593 -0.17345 -0.36575 -0.13
C 0.28685 -0.06595 0.71196 -0.27
H -1.69381 -0.94947 -1.07385 0.07
H -2.80983 0.41000 -0.82849 0.07
H 0.93256 -1.05446 -0.14841 0.13
H -1.18723 1.52300 0.67074 0.10
H 2.37136 0.11700 1.34662 0.09
H -0.42166 1.19642 -0.87531 0.10
H -2.42221 -0.67986 0.51296 0.07
H 2.16239 -0.80740 -1.43834 0.06
H 0.02429 -0.53741 1.66045 0.10
H 1.90955 1.15783 -0.08434 0.10
```

**E_HOMO**: -0.301 Eh
**LUMO**: 1.0 eV
**Total charge**: 0

---

Version C
Formula: C4H10O
Source: the OMol25 dataset
Level of theory: wB97M-V/def2-TZVPD

The geometry in XYZ format:
```
15
Properties=species:S:1:pos:R:3:lowdin_charge:R:1
O -0.69717 1.20371 0.82097 -0.05
C -0.61154 0.31896 -0.29041 -0.48
C -1.89995 -0.48643 -0.29942 -0.06
C 0.62121 -0.58327 -0.19325 -0.23
C 1.94266 0.17908 -0.24316 -0.11
H -0.05731 1.91337 0.69322 0.08
H -1.93105 -1.16160 -1.16103 0.08
H 2.79288 -0.48736 -0.06656 0.07
H -2.76434 0.18224 -0.34247 0.08
H 0.58710 -1.31576 -1.01095 0.11
H 1.97818 0.95735 0.52815 0.07
H -0.54967 0.90467 -1.22398 0.14
H 2.09111 0.65709 -1.21921 0.08
H 0.54971 -1.14668 0.74606 0.12
H -1.97402 -1.08331 0.61632 0.08
```

**SMILES string**: CC[C@@H](C)O
**E_HOMO**: -0.375 Eh
**LUMO**: 1.0 eV
**Total charge**: 0

---

Stability ranking, top and bottom: version C is the most stable and version B is the least stable.

---

Version A
Formula: C4H10O
Source: the OMol25 dataset
Level of theory: wB97M-V/def2-TZVPD

The geometry in XYZ format:
```
15
Properties=species:S:1:pos:R:3:lowdin_charge:R:1
O -1.10909 -0.06615 -0.77529 -0.25
C 1.24991 0.96300 -0.03432 -0.06
C 0.57688 -0.23784 -0.65544 -0.32
C 0.45073 -1.45119 0.14907 -0.09
C -1.84647 0.51262 0.25606 -0.19
H 2.31923 0.94986 -0.23727 0.08
H -1.66732 1.59569 0.33285 0.07
H 0.81784 1.86419 -0.46865 0.09
H -1.62818 0.07836 1.24713 0.07
H 0.84836 -0.42170 -1.69483 0.13
H -2.91517 0.35894 0.06721 0.08
H 1.09730 1.00382 1.04287 0.08
H -0.06018 -2.27662 -0.33174 0.09
H 1.61146 -1.58086 -0.10160 0.13
H 0.25469 -1.29211 1.20394 0.08
```

**SMILES string**: COC(C)C
**E_HOMO**: -0.326 Eh
**LUMO**: 1.1 eV
**Total charge**: 0

---

Version B
Formula: C4H10O
Source: the OMol25 dataset
Level of theory: wB97M-V/def2-TZVPD

The geometry in XYZ format:
```
15
Properties=species:S:1:pos:R:3:lowdin_charge:R:1
O -0.28807 0.68674 0.10583 -0.11
C -1.26621 -0.20851 -0.40692 -0.27
C 2.01014 1.17296 0.15877 0.00
C -2.52483 -0.01543 0.41408 -0.08
C 0.98213 0.47891 -0.31884 -0.27
H -0.90517 -1.24520 -0.33134 0.12
H 1.85812 1.92851 0.92334 0.06
H 3.14238 -2.11625 0.04357 0.04
H -1.44861 0.00576 -1.47042 0.12
H -3.33300 -0.65949 0.05565 0.08
H 3.01116 0.99003 -0.21834 0.05
H -2.86073 1.02391 0.35588 0.08
H -2.32806 -0.25404 1.46330 0.08
H 1.11124 -0.30101 -1.07104 0.11
H 2.83951 -1.48688 0.29649 0.01
```

**SMILES string**: C=COCC.[H][H]
**E_HOMO**: -0.323 Eh
**LUMO**: 1.2 eV
**Total charge**: 0

---

Version C
Formula: C4H10O
Source: the OMol25 dataset
Level of theory: wB97M-V/def2-TZVPD

The geometry in XYZ format:
```
15
Properties=species:S:1:pos:R:3:lowdin_charge:R:1
O -2.07494 1.22357 -1.07899 0.00
C 1.78357 -1.87276 -0.50170 -0.13
C 1.52772 -0.18151 1.42362 -0.12
C -2.60825 1.70942 -0.12870 -0.15
C 0.98608 -0.68330 0.05185 -0.30
H -2.24677 1.47867 0.89564 0.08
H 1.28534 -2.26693 -1.37555 0.06
H 1.94556 -2.61205 0.27602 0.07
H 2.77104 -1.55595 -0.85572 0.07
H 0.96450 -0.59790 2.25090 0.06
H -3.47600 2.38751 -0.21036 0.08
H 2.56041 -0.48964 1.59106 0.06
H 0.02195 -1.11408 0.31757 0.09
H 1.58436 0.91272 1.39088 0.06
H 1.02234 0.10512 -0.67882 0.09
```

**SMILES string**: C=O.CCC
**E_HOMO**: -0.376 Eh
**LUMO**: 0.9 eV
**Total charge**: 0

---

Stability ranking, top and bottom: version C is the most stable and version A is the least stable.

---

Version A
Formula: C4H10O
Source: the OMol25 dataset
Level of theory: wB97M-V/def2-TZVPD

The geometry in XYZ format:
```
15
Properties=species:S:1:pos:R:3:lowdin_charge:R:1
O -1.42089 0.01182 -0.02839 -0.19
C 0.76369 -0.21307 -0.92341 -0.24
C 2.25741 -0.22198 -0.61145 -0.12
C -2.30910 0.48238 0.95373 -0.12
C -0.06138 0.18835 0.28598 -0.28
H 2.85193 -0.51091 -1.48397 0.07
H 2.47916 -0.93133 0.19476 0.07
H -2.67472 1.48971 0.71118 0.09
H 0.15489 1.23511 0.56532 0.13
H 2.60362 0.76631 -0.28682 0.07
H 0.43348 -1.20805 -1.24368 0.11
H -1.84782 0.51110 1.95135 0.09
H 0.20703 -0.43978 1.15416 0.13
H -3.16406 -0.19928 0.99132 0.09
H 0.53656 0.47425 -1.74722 0.11
```

**SMILES string**: CCCOC
**E_HOMO**: -0.357 Eh
**LUMO**: 1.2 eV
**Total charge**: 0

---

Version B
Formula: C4H10O
Source: the OMol25 dataset
Level of theory: wB97M-V/def2-TZVPD

The geometry in XYZ format:
```
15
Properties=species:S:1:pos:R:3:lowdin_charge:R:1
O 0.38047 -2.96224 0.87805 -0.01
C 0.61726 1.52424 -0.08538 -0.32
C -0.87776 1.81081 -0.32001 -0.12
C -0.58197 -3.01722 0.17156 -0.16
C 0.90695 0.01276 0.15291 -0.13
H -1.21641 1.28778 -1.21118 0.07
H -0.91907 2.89988 -0.36986 0.07
H -0.52051 -3.03378 -0.92249 0.08
H 1.03738 1.99369 0.80865 0.09
H 1.20767 1.85112 -0.94046 0.09
H -1.59834 -2.93063 0.58925 0.08
H -1.46425 1.44774 0.52009 0.06
H 0.70824 -0.47966 -0.79571 0.07
H 0.37744 -0.36423 1.02395 0.06
H 1.94289 -0.04025 0.50063 0.07
```

**SMILES string**: C=O.CCC
**E_HOMO**: -0.376 Eh
**LUMO**: 0.8 eV
**Total charge**: 0

---

Stability ranking, top and bottom: version A is the most stable and version B is the least stable.

---

Version A
Formula: C4H10O
Source: the OMol25 dataset
Level of theory: wB97M-V/def2-TZVPD

The geometry in XYZ format:
```
15
Properties=species:S:1:pos:R:3:lowdin_charge:R:1
O -0.58445 0.07698 1.18180 -0.10
C -1.55373 0.25980 -1.25452 -0.12
C 0.31354 -0.52654 0.25666 -0.41
C 1.67032 -0.50646 1.03967 -0.04
C -0.01789 0.18732 -1.09575 -0.19
H 2.37465 0.27910 0.75968 0.07
H 0.02286 -1.57978 0.07063 0.13
H -1.85849 0.85981 -2.11957 0.07
H 0.38990 1.20428 -1.13231 0.11
H -0.70041 -0.54871 1.90134 0.09
H 1.45547 -0.32380 2.11043 0.08
H 2.17059 -1.47506 1.00991 0.06
H 0.39380 -0.34896 -1.96292 0.11
H -1.99117 0.70727 -0.36179 0.06
H -1.99674 -0.73915 -1.36702 0.07
```

**SMILES string**: CC[C@@H](C)O
**E_HOMO**: -0.369 Eh
**LUMO**: 1.0 eV
**Total charge**: 0

---

Version B
Formula: C4H10O
Source: the OMol25 dataset
Level of theory: wB97M-V/def2-TZVPD

The geometry in XYZ format:
```
15
Properties=species:S:1:pos:R:3:lowdin_charge:R:1
O 0.65070 3.04977 -1.81737 -0.03
C -1.25295 4.26383 -1.28839 0.05
C 0.26420 -4.17494 1.03971 -0.21
C 0.18464 -2.67368 1.27430 -0.19
C 0.11292 4.24117 -1.41698 -0.22
H 1.04922 -4.74538 1.64772 0.08
H -0.78462 -2.45388 1.74759 0.06
H 0.48362 -4.36534 -0.04968 0.07
H 0.95680 4.90328 -1.18844 0.11
H 1.27112 2.73469 -1.21738 0.06
H -0.57462 -4.85054 1.21410 0.05
H -1.96547 4.96944 -1.05323 0.02
H 0.99174 -2.41319 1.97320 0.05
H 0.41852 -1.90526 0.43212 0.09
H -1.80582 3.42002 -1.29727 0.02
```

**SMILES string**: C=CO.CC
**E_HOMO**: -0.339 Eh
**LUMO**: 0.8 eV
**Total charge**: 0

---

Version C
Formula: C4H10O
Source: the OMol25 dataset
Level of theory: wB97M-V/def2-TZVPD

The geometry in XYZ format:
```
15
Properties=species:S:1:pos:R:3:lowdin_charge:R:1
O -0.04543 1.21179 -0.14271 -0.14
C 1.77031 -0.00903 0.74543 -0.04
C -0.11671 -1.15528 -0.62402 -0.07
C -1.28598 1.43767 -0.55911 -0.10
C 0.38642 0.01246 0.16981 -0.47
H -1.19171 -1.32198 -0.49878 0.07
H 1.86331 -0.82019 1.47509 0.08
H -1.49168 2.49431 -0.67722 0.06
H -1.72099 0.50666 1.00885 0.08
H 0.40939 -2.06627 -0.32652 0.08
H -1.13622 0.03809 1.34105 0.09
H 2.53551 -0.17438 -0.02822 0.09
H 0.06613 -0.98826 -1.69930 0.10
H 1.98742 0.93739 1.24767 0.08
H -1.73245 0.72792 -1.24866 0.06
```

**E_HOMO**: -0.272 Eh
**LUMO**: 1.1 eV
**Total charge**: 0

---

Stability ranking, top and bottom: version A is the most stable and version C is the least stable.

---

Version A
Formula: C5H7N
Source: the OMol25 dataset
Level of theory: wB97M-V/def2-TZVPD

The geometry in XYZ format:
```
13
Properties=species:S:1:pos:R:3:lowdin_charge:R:1
N -0.43107 0.00110 -0.06804 -0.21
C 0.44640 1.00298 -0.43124 -0.13
C 1.59689 -0.78204 0.31304 -0.10
C 1.72839 0.54544 -0.15275 -0.09
C 0.25033 -1.09147 0.32350 -0.11
C -1.83361 0.29641 0.11199 -0.04
H -2.01544 0.47385 1.17681 0.09
H 2.39349 -1.46628 0.56227 0.09
H -2.45924 -0.52142 -0.24737 0.09
H 2.66615 1.07989 -0.27262 0.09
H -2.08442 1.21999 -0.42211 0.09
H -0.27997 -2.01565 0.49406 0.12
H 0.02212 1.25718 -1.38756 0.12
```

**SMILES string**: Cn1cccc1
**E_HOMO**: -0.298 Eh
**LUMO**: 1.0 eV
**Total charge**: 0

---

Version B
Formula: C5H7N
Source: the OMol25 dataset
Level of theory: wB97M-V/def2-TZVPD

The geometry in XYZ format:
```
13
Properties=species:S:1:pos:R:3:lowdin_charge:R:1
N 1.17588 0.40883 -0.62268 0.04
C 0.08410 -0.71299 -0.08779 -0.31
C 0.43609 -1.98321 -0.28024 0.04
C -1.20074 -0.17057 0.04363 -0.21
C 1.72568 1.16693 0.19243 -0.13
C -1.72717 1.01983 0.16822 0.01
H -1.28207 1.92624 0.50938 0.05
H -2.75907 1.11459 -0.10345 0.05
H -0.08643 -2.92575 0.02664 0.08
H -2.01070 -1.01055 -0.08455 0.14
H 1.72979 1.29204 1.26965 0.06
H 1.41476 -2.07465 -0.79043 0.07
H 2.49989 1.94924 -0.24079 0.10
```

**SMILES string**: C=CC(=C)N=C
**E_HOMO**: -0.322 Eh
**LUMO**: 0.6 eV
**Total charge**: 0

---

Stability ranking, top and bottom: version A is the most stable and version B is the least stable.